Entry 1:
Molecular formula: C23H36F3IO21P
Method: DFT, ωB97M-V with the def2-TZVPD basis set

## Properties
DFT total energy: -92977.75260 eV
Net charge: -1
HOMO-LUMO gap: 7.1 eV
LUMO level: 1.97 eV

Structure (XYZ):
```
85
Properties=species:S:1:pos:R:3:mulliken_charge:R:1
C 1.442 5.749 -2.055 -1.25
C 0.974 4.316 -1.818 -0.01
O 0.329 4.236 -0.572 -0.52
P -0.614 2.867 -0.184 1.28
O 0.673 1.819 -0.624 -0.61
I -2.020 0.643 0.428 -0.47
C -2.092 3.961 0.368 -1.11
C -3.281 4.239 -0.552 0.13
O -4.093 3.111 -0.794 -0.53
C -2.949 4.950 -1.878 0.67
F -1.887 5.784 -1.791 -0.26
F -3.994 5.715 -2.292 -0.34
F -2.696 4.101 -2.925 -0.21
H 1.814 5.874 -3.079 0.37
H 2.269 5.988 -1.370 0.31
H 0.633 6.457 -1.853 0.27
H 0.296 4.002 -2.630 0.03
H 1.844 3.637 -1.837 0.39
H -1.133 2.737 -1.512 -0.76
H -0.169 2.847 1.151 -0.09
H 0.321 0.987 -0.948 0.27
H -2.530 3.480 1.256 0.43
H -1.668 4.922 0.696 0.46
H -3.952 4.970 -0.070 0.36
H -3.544 2.404 -1.160 0.17
C -0.917 -1.182 4.357 -0.27
C -0.330 -1.002 5.745 -0.15
O 0.759 -0.098 5.493 -0.42
C 0.483 0.597 4.357 0.58
O 1.103 1.549 4.005 -0.56
O -0.572 0.059 3.727 -0.14
H -1.993 -1.313 4.353 0.34
H -0.449 -1.993 3.796 0.13
H -1.001 -0.494 6.431 0.17
H 0.054 -1.913 6.198 0.34
C 1.115 3.277 7.437 -0.26
C -0.095 3.684 6.613 -0.31
O -0.911 2.514 6.697 -0.32
C -0.560 1.807 7.788 0.72
O -1.134 0.833 8.154 -0.59
O 0.554 2.322 8.352 -0.36
H 1.566 4.094 7.994 0.30
H 1.873 2.775 6.836 0.24
H -0.638 4.520 7.057 0.29
H 0.127 3.898 5.572 0.28
C -0.814 -5.496 4.323 -0.29
C -1.333 -6.278 5.519 -0.34
O -1.930 -5.250 6.315 -0.34
C -2.251 -4.209 5.508 0.66
O -2.898 -3.271 5.831 -0.50
O -1.719 -4.391 4.278 -0.26
H -0.856 -6.040 3.384 0.31
H 0.197 -5.115 4.480 0.24
H -2.105 -6.997 5.240 0.26
H -0.556 -6.778 6.090 0.29
C -3.170 1.330 -4.222 0.21
C -2.266 1.235 -5.439 -0.41
O -1.447 0.107 -5.106 -0.31
C -2.108 -0.662 -4.200 0.64
O -1.740 -1.742 -3.869 -0.54
O -3.206 -0.029 -3.767 -0.33
H -4.178 1.670 -4.438 0.37
H -2.736 1.944 -3.436 -0.21
H -2.815 1.009 -6.355 0.23
H -1.642 2.112 -5.589 0.35
C 1.803 -0.649 -5.785 -0.17
C 1.611 -2.030 -5.184 -0.30
O 2.961 -2.532 -5.181 -0.24
C 3.816 -1.484 -5.188 0.61
O 4.991 -1.585 -5.032 -0.55
O 3.152 -0.336 -5.405 -0.37
H 1.117 0.088 -5.381 0.17
H 1.747 -0.651 -6.875 0.21
H 1.242 -1.990 -4.160 0.29
H 0.974 -2.684 -5.771 0.32
C 4.894 -5.934 -3.835 -0.33
C 4.311 -5.530 -5.177 -0.04
O 3.853 -6.792 -5.691 -0.35
C 3.641 -7.631 -4.656 0.64
O 3.110 -8.690 -4.737 -0.53
O 4.121 -7.097 -3.510 -0.34
H 4.775 -5.181 -3.062 0.29
H 5.943 -6.225 -3.905 0.24
H 3.464 -4.857 -5.072 0.12
H 5.036 -5.094 -5.857 0.33
```

---

Entry 2:
Molecular formula: C4H13N2O
Method: DFT, ωB97M-V with the def2-TZVPD basis set

## Properties
DFT total energy: -9366.48668 eV
Net charge: +2
Multiplicity: 2
⟨S²⟩: 0.76
Energy above the lowest of the compared OMol25 structures with the same formula, charge and spin: 242.65 kJ/mol
HOMO-LUMO gap (alpha / beta): 10.4 / 8.1 eV
LUMO level (alpha / beta): -9.03 / -12.31 eV

Structure (XYZ):
```
20
Properties=species:S:1:pos:R:3:lowdin_spin:R:1
C 1.334 2.314 0.086 0.05
C 0.271 1.427 0.871 0.05
C -0.189 0.284 0.101 0.29
C -1.108 0.327 -0.942 0.19
N -1.173 -0.769 -1.778 0.32
N 0.717 -0.871 0.189 0.03
H 2.136 2.450 0.806 0.01
H 0.849 3.228 -0.267 0.00
H 1.660 1.876 -0.855 0.00
H 0.609 1.144 1.882 0.01
H -0.621 2.020 1.119 0.01
H -1.464 1.281 -1.328 0.01
H -1.359 -0.729 -2.780 0.00
H -1.813 -1.426 -1.309 0.02
H 0.137 -1.842 0.113 0.01
H 1.448 -0.853 -0.535 0.01
H 1.235 -0.922 1.070 0.00
H -0.611 -2.577 1.857 0.00
H -1.381 -3.489 0.761 0.00
O -0.676 -2.874 0.940 0.00
```

---

Entry 3:
Molecular formula: C32H43ClFINO2S
Method: DFT, ωB97M-V with the def2-TZVPD basis set

## Properties
DFT total energy: -73635.00511 eV
Net charge: +1
HOMO-LUMO gap: 6.8 eV
LUMO level: -4.30 eV

Structure (XYZ):
```
82
Properties=species:S:1:pos:R:3:mulliken_charge:R:1
C 2.037 4.124 -0.269 -1.34
C 0.642 3.593 -0.525 0.03
Cl 0.607 2.928 -2.191 -0.17
C 0.111 2.618 0.541 -0.52
C 0.401 1.158 0.264 -1.83
C -0.822 0.182 0.135 0.20
C -1.748 0.317 -1.094 -0.77
C -3.212 0.529 -0.702 -0.62
C -3.626 1.880 -0.153 -1.28
I -3.387 3.510 -1.525 0.03
C -0.058 -1.084 0.151 -1.03
N 1.059 -0.970 0.738 0.10
C 1.291 0.389 1.284 1.01
C 2.754 0.850 1.181 -0.39
C 3.240 1.763 2.309 -0.46
C 4.516 2.502 1.889 -0.64
F 5.075 1.935 0.747 -0.23
S 0.605 0.296 2.975 1.64
C 1.707 -0.789 3.871 -1.13
O 0.584 1.582 3.597 -0.72
O -0.679 -0.345 2.963 -0.68
H 2.820 3.391 -0.415 0.11
H 2.222 4.912 -0.986 0.48
H 2.061 4.589 0.712 0.39
H -0.018 4.446 -0.530 0.63
H 0.541 2.923 1.485 0.54
H -0.956 2.747 0.624 0.11
H 0.936 0.956 -0.655 1.00
H -1.500 0.184 0.982 0.63
H -1.711 -0.612 -1.655 0.36
H -1.424 1.093 -1.777 0.22
H -3.503 -0.199 0.053 0.37
H -3.812 0.339 -1.584 0.34
H -3.181 2.124 0.801 0.53
H -4.690 1.840 0.016 0.58
H -0.400 -2.019 -0.261 0.58
H 1.735 -1.718 0.857 0.35
H 2.855 1.389 0.252 -0.56
H 3.412 -0.007 1.094 0.66
H 2.512 2.509 2.571 0.28
H 3.499 1.150 3.164 0.52
H 5.271 2.467 2.667 0.35
H 4.308 3.547 1.696 0.26
H 2.672 -0.889 3.390 0.39
H 1.765 -0.441 4.888 0.40
H 1.234 -1.763 3.882 0.32
C -0.868 -4.422 3.573 0.00
C 0.003 -5.315 2.963 -0.36
C 0.078 -6.627 3.408 -0.44
C -0.724 -7.047 4.459 -0.45
C -1.597 -6.154 5.067 -0.34
C -1.667 -4.841 4.627 -0.65
H -0.926 -3.395 3.226 0.47
H 0.626 -4.991 2.137 0.29
H 0.760 -7.323 2.937 0.37
H -0.670 -8.070 4.805 0.37
H -2.223 -6.484 5.886 0.37
H -2.344 -4.144 5.104 0.38
C -6.425 -2.260 -3.753 -0.40
C -7.759 -2.151 -3.386 -0.38
C -8.334 -0.899 -3.219 -0.36
C -7.577 0.246 -3.427 -0.45
C -6.244 0.138 -3.797 -0.38
C -5.667 -1.115 -3.957 -0.39
H -5.977 -3.237 -3.882 0.37
H -8.351 -3.043 -3.230 0.36
H -9.373 -0.815 -2.929 0.37
H -8.027 1.223 -3.302 0.37
H -5.654 1.031 -3.963 0.44
H -4.626 -1.199 -4.244 0.43
C 6.525 1.096 -2.897 -0.62
C 6.721 1.628 -4.163 -0.41
C 5.680 2.275 -4.815 -0.40
C 4.444 2.398 -4.196 -0.58
C 4.249 1.868 -2.929 0.21
C 5.288 1.215 -2.280 -0.13
H 7.337 0.590 -2.391 0.38
H 7.686 1.538 -4.644 0.37
H 5.833 2.685 -5.804 0.38
H 3.634 2.906 -4.702 0.38
H 3.283 1.967 -2.449 0.09
H 5.136 0.800 -1.291 0.29
```

---

Entry 4:
Molecular formula: C40H35Cl5IIrN3OPS
Method: DFT, ωB97M-V with the def2-TZVPD basis set

## Properties
DFT total energy: -142211.80038 eV
Net charge: +3
Multiplicity: 6
⟨S²⟩: 8.78
Energy above the lowest of the compared OMol25 structures with the same formula, charge and spin: 304.45 kJ/mol
HOMO-LUMO gap (alpha / beta): 7.4 / 4.9 eV
LUMO level (alpha / beta): -7.59 / -10.75 eV

Structure (XYZ):
```
88
Properties=species:S:1:pos:R:3:lowdin_spin:R:1
Ir -1.342 -1.329 0.283 2.66
Cl -3.876 -0.452 1.674 0.10
C -2.568 -0.419 2.930 0.05
C -1.345 -0.873 2.442 0.21
C -0.300 -0.849 3.335 0.05
Cl 1.183 -1.640 2.866 0.02
C -0.555 -0.600 4.666 0.00
Cl 0.692 -0.968 5.818 0.00
C -1.786 -0.147 5.131 0.03
Cl -2.063 0.284 6.749 0.01
C -2.907 -0.015 4.265 0.00
Cl -4.502 0.451 4.670 0.00
O -0.898 -1.026 -3.426 0.01
C -1.355 -2.276 -3.944 0.00
C -2.926 -2.479 -3.726 0.00
C -3.313 -2.454 -2.198 0.02
C -2.794 -3.634 -1.385 0.03
C -2.956 -4.917 -1.781 0.00
C -2.581 -5.975 -0.973 0.02
C -1.971 -5.628 0.255 0.00
C -1.698 -4.245 0.557 0.04
N -2.112 -3.233 -0.246 0.12
H -0.991 -0.278 -4.011 0.00
H -0.786 -3.035 -3.459 0.00
H -1.232 -2.433 -5.019 0.00
H -3.264 -3.389 -4.219 0.00
H -3.435 -1.583 -4.030 0.00
H -4.433 -2.383 -2.109 0.00
H -2.835 -1.545 -1.828 0.01
H -3.453 -5.227 -2.718 0.00
H -2.788 -7.077 -1.184 0.00
H -1.680 -6.466 0.921 0.00
H -1.107 -3.971 1.441 0.01
I 1.384 -1.372 -1.380 0.23
C 3.343 -1.776 -0.603 0.02
C 3.863 -3.031 -0.573 0.01
C 5.198 -3.341 -0.351 0.00
C 6.105 -2.349 -0.425 0.01
C 5.621 -0.992 -0.510 0.00
C 6.606 0.035 -0.560 0.01
C 6.241 1.341 -0.509 0.00
C 4.886 1.664 -0.604 0.02
C 3.897 0.712 -0.526 0.04
P 2.328 1.407 0.029 0.43
C 1.728 2.725 -0.926 0.05
C 0.999 3.816 -0.429 0.05
C 0.436 4.730 -1.341 -0.01
C 0.613 4.582 -2.721 0.06
C 1.204 3.438 -3.195 -0.01
C 1.922 2.593 -2.313 0.06
C 2.190 1.540 1.757 0.06
C 1.028 1.840 2.394 0.04
C 1.070 1.955 3.795 0.00
C 2.225 1.879 4.536 0.04
C 3.453 1.599 3.859 0.00
C 3.399 1.446 2.486 0.04
C 4.263 -0.672 -0.545 0.01
H 3.177 -3.798 -0.899 0.00
H 5.537 -4.412 -0.276 0.00
H 7.186 -2.469 -0.473 0.00
H 7.692 -0.157 -0.644 0.00
H 6.931 2.096 -0.621 0.00
H 4.493 2.733 -0.569 0.00
H 0.957 4.030 0.648 0.00
H -0.028 5.636 -0.914 0.00
H 0.228 5.354 -3.437 0.00
H 1.209 3.365 -4.261 0.00
H 2.385 1.775 -2.891 0.00
H 0.105 1.924 1.845 0.00
H 0.056 2.177 4.299 0.00
H 2.306 2.064 5.615 0.00
H 4.358 1.507 4.417 0.00
H 4.367 1.289 1.998 0.00
C -4.153 0.840 -1.963 0.00
N -3.690 1.948 -1.079 0.02
C -4.753 2.766 -0.384 0.00
C -3.947 3.488 0.697 0.00
N -2.726 2.709 0.754 0.02
C -2.642 1.900 -0.263 0.05
S -1.247 0.881 -0.593 0.30
H -4.813 1.313 -2.676 0.00
H -4.704 0.074 -1.382 0.00
H -3.313 0.434 -2.520 0.00
H -5.586 2.190 0.013 0.00
H -5.263 3.553 -1.009 0.00
H -4.443 3.617 1.627 0.00
H -3.646 4.489 0.356 0.00
H -2.056 2.725 1.494 0.00
```